No. 1
Here is a cluster of 2 separate species, CH2N2O3 in total in a non-equilibrium geometry from the Open Molecules 2025 dataset. Energies are from ωB97M-V/def2-TZVPD.

Its LUMO energy (spin up / spin down) is -1.429 / -1.934 eV. The total energy comes out at -10183.903 eV. The value obtained for the HOMO energy (spin up / spin down) is -9.146 / -8.787 eV. The largest force on an atom is 3.359 eV Å⁻¹. The net charge is 0.

The geometry in XYZ format:
```
8
CH2N2O3 | the Open Molecules 2025 dataset | ωB97M-V/def2-TZVPD
C 0.0567 0.2221 0.0715
N 2.2757 -2.0340 -0.5333
N 1.1843 0.8633 0.2022
O 2.1600 0.5717 -0.6311
O 2.8504 -1.1176 -0.8337
O 1.4012 1.7271 1.0496
H -0.0412 -0.5185 -0.7034
H -0.7370 0.3887 0.7743
```

***

No. 2
Here is a structure of composition C5H8N2 in a non-equilibrium geometry from the Open Molecules 2025 dataset. Energies are from ωB97M-V/def2-TZVPD.

Its LUMO energy (spin up / spin down) is 0.121 / 0.122 eV. The total energy comes out at -8290.159 eV. The value obtained for the HOMO energy (spin up / spin down) is -7.601 / -7.599 eV. The largest force on an atom is 5.146 eV Å⁻¹. The net charge is 0.

The geometry in XYZ format:
```
15
C5H8N2 | the Open Molecules 2025 dataset | ωB97M-V/def2-TZVPD
C 1.2550 -0.4073 -1.2286
C -0.1129 -0.6986 -1.5988
C 1.4060 -0.5694 0.1055
C -0.8519 -0.8578 -0.4943
C 0.0765 -0.7350 0.6598
N -1.3147 1.5638 1.1920
N -0.1659 0.9755 1.5050
H 2.2485 -0.0569 -1.7703
H -0.2842 -0.6502 -2.6806
H 2.3179 -0.4043 0.5546
H -1.9194 -1.2751 -0.2234
H -0.0702 -1.3841 1.5089
H -2.0520 0.9135 1.0396
H -1.1999 2.2304 0.3492
H 0.6674 1.3554 1.0813
```

***

No. 3
Here is an isolated molecule of C7H7NO3 in a non-equilibrium geometry from the Open Molecules 2025 dataset. Energies are from ωB97M-V/def2-TZVPD.

Its LUMO energy is 0.021 eV. Its SMILES is Cc1ccc(C(=O)O)c(O)n1. The total energy comes out at -15003.880 eV. The value obtained for the HOMO energy is -9.652 eV. The largest force on an atom is 3.818 eV Å⁻¹. The net charge is 0.

The geometry in XYZ format:
```
18
C7H7NO3 | the Open Molecules 2025 dataset | ωB97M-V/def2-TZVPD
C 1.0019 -0.4864 -3.4532
C 0.4514 -0.3143 -2.0216
C -0.8807 0.0314 -1.7991
C -1.3070 0.2329 -0.4968
C -0.4039 0.2071 0.5749
C -1.0984 0.4173 1.9633
C 0.8498 -0.3563 0.1878
H 1.0229 0.4006 -4.1323
H 0.3088 -1.2820 -3.9872
H 2.0553 -0.8253 -3.7581
H -1.7115 0.2935 -2.5933
H -2.3278 0.3064 -0.2834
H 0.5229 -0.4838 2.4804
H 2.6601 -0.3488 0.5964
N 1.3096 -0.5603 -1.0645
O -0.1870 0.0901 2.9760
O -2.1503 1.0522 2.0465
O 1.9152 -0.2083 1.1522
```

***

No. 4
Here is a structure of composition C12H21Cl2NO7P2Te4W from the Open Molecules 2025 dataset. Energies are from ωB97M-V/def2-TZVPD.

Its LUMO energy (spin up / spin down) is -2.437 / -2.435 eV. The total energy comes out at -103232.687 eV. The value obtained for the HOMO energy (spin up / spin down) is -7.496 / -7.497 eV. The largest force on an atom is 0.961 eV Å⁻¹. The net charge is 0.

The geometry in XYZ format:
```
50
C12H21Cl2NO7P2Te4W | the Open Molecules 2025 dataset | ωB97M-V/def2-TZVPD
W 0.3444 0.4994 -0.4719
Cl 0.7965 -1.3801 -3.2596
C 0.1963 0.1974 -2.6434
Cl 0.4891 2.7964 -1.2381
H -0.8328 0.2598 -2.9667
H 0.7680 0.9502 -3.1849
Te 3.1719 0.9554 -1.0959
Te 4.0376 0.2807 -3.3981
Te 2.5290 -3.2925 1.5089
Te 2.2693 -0.7821 0.7594
C -2.3798 2.3815 -0.0849
N -2.0143 1.0361 -0.5925
C -2.6853 0.8945 -1.8964
C -2.5860 0.0148 0.3188
C -2.0119 -1.3182 -0.0231
C -2.7781 -2.4634 0.1429
C -2.2297 -3.7091 -0.1102
C -0.9103 -3.8030 -0.5295
C -0.1541 -2.6574 -0.6976
C -0.6731 -1.3778 -0.4509
H -3.4629 2.4096 0.0672
H -2.0992 3.1288 -0.8219
H -1.8845 2.5995 0.8517
H -3.7430 1.1459 -1.7787
H -2.6099 -0.1321 -2.2461
H -2.2389 1.5772 -2.6174
H -3.6786 0.0193 0.2339
H -2.3214 0.2810 1.3421
H -3.8068 -2.3775 0.4726
H -2.8272 -4.6022 0.0196
H -0.4612 -4.7697 -0.7161
H 0.8676 -2.7731 -1.0205
C 0.6449 1.5855 5.2212
C 0.8277 0.8450 3.8974
O 2.2115 0.5431 3.6847
P -0.0672 -0.7764 3.8910
O 0.9633 -1.7818 4.5722
O -1.1604 -0.5556 5.0267
O -0.5654 -1.2352 2.5915
P 0.3497 2.0036 2.5071
O 1.7392 2.5050 1.9011
O -0.5344 3.0641 3.0022
O -0.2048 1.1908 1.2911
H 0.9416 0.9387 6.0495
H -0.3875 1.8919 5.3637
H 1.2737 2.4757 5.2248
H 2.4925 -0.0528 4.3911
H 1.4012 -2.3244 3.8812
H -1.6740 -1.3505 5.2192
H 2.1473 3.2125 2.4142
```

***

No. 5
Here is a structure of composition C32H35IN2OsS in a non-equilibrium geometry from the Open Molecules 2025 dataset. Energies are from ωB97M-V/def2-TZVPD.

The expectation value of S² is 6.035. Its LUMO energy (spin up / spin down) is -6.141 / -8.116 eV. The total energy comes out at -58116.545 eV. The value obtained for the HOMO energy (spin up / spin down) is -13.352 / -13.626 eV. The largest force on an atom is 3.497 eV Å⁻¹. The spin multiplicity is 5. The net charge is +2.

The geometry in XYZ format:
```
72
C32H35IN2OsS | the Open Molecules 2025 dataset | ωB97M-V/def2-TZVPD
Os 10.2668 11.8913 7.1037
C 11.7741 11.4148 9.6728
C 11.5806 12.5048 8.7284
C 12.9133 12.6616 8.0778
C 13.8233 11.6804 8.6001
C 13.0892 10.8932 9.6188
C 13.5429 9.6195 10.2692
C 15.2154 11.4269 8.1292
C 13.2684 13.6432 7.0182
C 10.9475 13.7718 9.2700
C 10.8046 10.9961 10.7276
H 12.8305 8.9593 10.7341
H 14.3792 9.9451 10.9542
H 14.0082 9.0396 9.4779
H 15.4317 12.3477 7.6089
H 15.1874 10.5801 7.4095
H 16.0050 11.1682 8.8390
H 13.5474 13.1798 6.0834
H 14.1457 14.1757 7.3315
H 12.3579 14.2537 6.8808
H 11.4634 14.0117 10.2392
H 9.8571 13.7981 9.4319
H 11.1683 14.5748 8.5192
H 10.2833 10.0312 10.4407
H 10.0076 11.6930 10.9020
H 11.4565 10.9139 11.6295
C 9.9517 19.3383 6.7851
C 10.2638 17.9133 6.3918
C 11.4745 17.6442 7.3467
C 10.6756 17.8902 4.8052
C 9.1436 16.9252 6.7067
C 7.8474 17.3375 7.0300
C 6.8416 16.3675 7.2864
C 7.2551 15.0487 7.3524
S 6.2285 13.7540 7.7561
C 7.5543 12.6915 7.7889
N 8.7247 13.2485 7.4132
C 8.5806 14.6491 7.1453
C 9.5335 15.5639 6.7188
C 7.5040 11.2486 7.8126
C 6.3739 10.4307 8.1153
C 6.3355 9.1241 7.7066
C 7.2682 8.7135 6.7378
C 8.4291 9.4622 6.4362
C 8.6684 10.6483 7.1411
H 10.8475 19.9776 6.9483
H 9.4430 19.3170 7.8177
H 9.3716 19.9211 6.0775
H 12.3802 18.2841 7.1284
H 11.8581 16.6276 7.2403
H 11.1771 17.6828 8.4314
H 11.6652 18.3376 4.6453
H 9.9563 18.3962 4.1530
H 10.7180 16.8078 4.5748
H 7.6043 18.4400 7.1046
H 5.7818 16.6024 7.5706
H 10.4370 15.2189 6.2442
H 5.5671 10.7855 8.7433
H 5.4747 8.4716 7.9753
H 7.1291 7.7838 6.1811
H 8.9960 9.0863 5.5763
I 14.0646 9.8213 3.0115
C 12.9346 9.5446 4.8172
C 13.2177 8.4254 5.6772
C 12.5252 8.3869 6.8736
C 11.5115 9.2421 7.1570
N 11.3579 10.3761 6.3786
C 12.0822 10.5596 5.2113
H 13.8896 7.6265 5.4378
H 12.8049 7.5776 7.5203
H 10.7391 9.0866 7.9394
H 11.7999 11.4074 4.5875
```

***

No. 6
Here is a structure of composition C6H11N3 from the Open Molecules 2025 dataset. Energies are from ωB97M-V/def2-TZVPD.

Its LUMO energy is 0.282 eV. The total energy comes out at -10867.822 eV. The value obtained for the HOMO energy is -6.802 eV. The largest force on an atom is 0.501 eV Å⁻¹. The net charge is 0.

The geometry in XYZ format:
```
20
C6H11N3 | the Open Molecules 2025 dataset | ωB97M-V/def2-TZVPD
C 0.8687 0.3376 -0.1856
C 0.7037 1.3834 -1.2791
C 2.2944 -0.1238 0.0073
C -2.4887 -0.3791 0.9748
C -0.1859 -0.6419 -0.0627
N -0.2736 -1.8990 -0.5139
N -1.0843 -0.0694 0.7415
C -0.3685 1.1275 1.1316
N -0.4975 2.1085 1.7814
H -0.9141 -2.5738 -0.1242
H 0.4254 -2.2383 -1.1518
H -0.3439 1.6187 -1.4757
H 1.1655 1.0599 -2.2216
H 1.1873 2.3114 -0.9645
H 2.7544 -0.5040 -0.9176
H 2.3785 -0.8965 0.7749
H 2.9023 0.7243 0.3322
H -3.0927 -0.2209 0.0779
H -2.5983 -1.4120 1.3126
H -2.8326 0.2875 1.7626
```